# 1
{"formula": "C27H35N2O2P3Tm", "method": "ωB97M-V/def2-TZVPD", "species": ["Tm", "P", "P", "N", "N", "H", "H", "H", "C", "H", "C", "H", "H", "C", "C", "H", "C", "H", "H", "H", "H", "H", "O", "C", "C", "C", "H", "H", "H", "H", "H", "H", "H", "C", "H", "O", "P", "C", "C", "C", "C", "C", "C", "C", "C", "C", "C", "C", "C", "C", "C", "C", "C", "C", "C", "H", "H", "H", "H", "H", "H", "H", "H", "H", "H", "H", "H", "H", "H", "H"], "xyz": [[-0.064, 1.371, 0.297], [-2.400, 1.349, -1.364], [0.224, 1.514, 3.142], [0.587, 2.029, -1.654], [1.956, 2.280, 0.703], [2.179, 3.167, -2.477], [3.728, 2.273, -0.488], [2.514, 1.429, -2.196], [2.008, 2.319, -1.781], [2.834, 3.831, -0.454], [2.717, 2.724, -0.467], [0.295, 2.989, -3.621], [3.502, 2.952, 1.948], [-0.167, 2.832, -2.584], [2.484, 2.522, 1.908], [-1.706, 1.788, -3.637], [-1.653, 2.423, -2.737], [-2.318, 3.288, -2.890], [-0.425, 2.533, 3.901], [0.509, 0.620, 4.205], [-3.539, 2.146, -1.045], [-3.074, 0.426, -2.236], [-1.421, 3.138, 0.925], [-1.390, 4.414, 0.860], [-2.215, 5.109, -0.210], [-0.238, 5.189, 1.430], [-0.064, 3.867, -2.299], [-2.229, 4.487, -1.124], [-3.255, 5.434, 0.046], [-1.639, 5.988, -0.530], [0.654, 4.551, 1.524], [-0.007, 5.942, 0.649], [-0.413, 5.679, 2.398], [1.843, 2.274, 3.125], [2.382, 2.541, 4.036], [0.504, -0.719, 0.123], [0.153, -2.227, 0.032], [-1.437, -2.396, 0.849], [-1.487, -2.193, 2.238], [-2.719, -2.168, 2.891], [-3.904, -2.330, 2.168], [-3.847, -2.548, 0.791], [-2.621, -2.588, 0.127], [0.165, -2.711, -1.694], [0.929, -3.811, -2.118], [0.947, -4.171, -3.464], [0.224, -3.438, -4.405], [-0.521, -2.333, -3.988], [-0.555, -1.966, -2.644], [1.367, -3.144, 0.977], [2.539, -2.541, 1.458], [3.415, -3.284, 2.250], [3.146, -4.622, 2.552], [1.991, -5.225, 2.051], [1.102, -4.492, 1.266], [-0.565, -2.051, 2.808], [-2.754, -2.009, 3.968], [-4.866, -2.288, 2.680], [-4.766, -2.681, 0.222], [-2.576, -2.766, -0.948], [1.508, -4.379, -1.392], [1.532, -5.030, -3.778], [0.237, -3.723, -5.456], [-1.085, -1.755, -4.716], [-1.137, -1.095, -2.332], [2.757, -1.498, 1.220], [4.317, -2.812, 2.637], [3.838, -5.193, 3.173], [1.773, -6.267, 2.269], [0.198, -4.964, 0.883]], "atomic_forces_ev_per_a": [[-1.04, -1.53, -0.93], [-0.57, 0.40, -1.33], [-0.11, 0.11, 1.25], [0.12, 0.55, 0.35], [1.01, 0.69, 0.99], [-0.03, -0.56, 0.14], [-0.29, 0.34, 0.39], [0.03, 0.37, 0.04], [0.35, -0.16, -0.41], [-0.10, -0.61, 0.27], [0.13, -0.13, -0.47], [-0.47, -1.22, 0.91], [-0.50, -0.10, -0.05], [-0.08, 0.72, -1.16], [0.70, 0.15, -0.14], [-0.21, 0.30, 0.33], [0.19, -0.35, -0.30], [0.35, -0.35, -0.13], [-0.04, -0.42, -0.15], [-0.34, 0.03, -0.19], [0.32, -0.36, 0.07], [0.29, 0.26, 0.66], [0.07, 2.86, 0.37], [0.50, -2.52, -1.60], [-0.20, 0.43, -0.21], [0.42, 0.14, -0.29], [-0.51, 0.90, 0.65], [-0.30, -0.10, 0.71], [0.91, -0.45, 0.03], [-0.50, 0.03, 0.31], [-0.48, 0.03, 0.15], [-0.01, -0.12, 0.83], [-0.21, -0.03, -0.34], [0.92, 0.30, -0.77], [-0.22, -0.11, -0.21], [-0.19, 0.12, 0.15], [0.55, 0.95, 0.19], [-0.30, -0.22, -0.10], [-0.15, 0.05, -0.01], [0.12, 0.11, -0.05], [0.22, -0.02, -0.19], [-0.08, 0.05, 0.00], [0.07, 0.03, 0.18], [-0.05, -0.31, -0.22], [-0.19, 0.14, 0.01], [-0.01, 0.05, -0.01], [-0.02, 0.06, 0.33], [-0.04, 0.08, 0.14], [0.05, -0.10, -0.01], [0.10, -0.36, 0.09], [-0.22, -0.15, 0.00], [-0.03, -0.02, -0.02], [-0.15, 0.18, -0.17], [-0.03, 0.10, -0.10], [0.20, 0.11, 0.16], [-0.25, -0.12, -0.17], [0.00, -0.08, -0.25], [0.28, -0.06, -0.16], [0.18, -0.01, 0.14], [-0.08, 0.01, 0.25], [-0.11, 0.08, -0.21], [-0.07, 0.14, 0.05], [0.02, 0.06, 0.28], [0.11, -0.10, 0.13], [0.20, -0.27, -0.11], [-0.08, -0.29, 0.06], [-0.17, -0.12, -0.09], [-0.21, 0.18, -0.19], [0.07, 0.17, -0.01], [0.15, 0.06, 0.13]], "mulliken_charge": [0.41, -0.03, -0.06, 0.32, 0.40, 0.40, 0.39, 0.30, -0.85, 0.41, -0.71, 0.47, 0.43, -0.86, -0.20, 0.53, -1.11, 0.52, 0.14, 0.15, 0.12, 0.16, -0.51, 0.82, -0.90, -0.87, 0.49, 0.05, 0.35, 0.37, 0.09, 0.38, 0.34, -0.55, 0.46, 0.03, 1.25, 0.19, -0.46, -0.78, -0.53, -0.74, -0.16, 0.42, -0.58, -0.75, -0.58, -0.73, -0.14, 0.03, -0.42, -0.57, -0.53, -0.72, -0.31, 0.55, 0.44, 0.43, 0.45, 0.47, 0.39, 0.43, 0.42, 0.43, 0.13, 0.34, 0.42, 0.41, 0.43, 0.47], "multiplicity": 4, "charge": 2}

---

# 2
{"formula": "C5H9NO", "method": "ωB97M-V/def2-TZVPD", "species": ["C", "C", "C", "C", "N", "H", "H", "H", "H", "H", "H", "H", "C", "O", "H", "H"], "xyz": [[0.644, -1.479, -0.422], [0.057, -0.630, 0.686], [1.010, 0.380, 1.290], [-1.381, -0.497, 0.849], [-0.892, -1.336, 1.645], [1.039, -0.846, -1.225], [-0.107, -2.154, -0.844], [1.469, -2.088, -0.033], [1.918, -0.123, 1.647], [0.550, 0.897, 2.137], [1.306, 1.122, 0.540], [-2.360, -0.085, 0.619], [-0.835, 1.616, -1.676], [0.365, 1.634, -1.777], [-1.474, 1.005, -2.341], [-1.378, 2.211, -0.916]], "atomic_forces_ev_per_a": [[-0.03, -0.01, -0.02], [0.27, 0.06, -0.12], [-0.03, 0.00, 0.01], [0.09, -0.30, 0.31], [-0.28, 0.31, -0.26], [-0.05, -0.10, 0.12], [0.11, 0.10, 0.07], [-0.10, 0.10, -0.05], [-0.13, 0.06, -0.06], [0.06, -0.08, -0.13], [-0.02, -0.12, 0.13], [0.11, -0.06, 0.03], [0.39, 0.00, -0.04], [-0.63, 0.05, 0.02], [0.10, -0.03, -0.02], [0.15, 0.01, 0.00]], "mulliken_charge": [-1.19, 1.54, -1.15, -0.78, -0.65, 0.30, 0.35, 0.32, 0.30, 0.37, 0.28, 0.32, -0.15, -0.39, 0.27, 0.26], "e_above_lowest_kj_mol": 340.6}

---

# 3
{"formula": "C10H34N2O7", "method": "ωB97M-V/def2-TZVPD", "species": ["N", "C", "N", "O", "H", "H", "H", "H", "C", "C", "O", "H", "H", "H", "H", "H", "H", "C", "C", "O", "H", "H", "H", "H", "H", "H", "C", "C", "O", "H", "H", "H", "H", "H", "H", "C", "O", "H", "H", "H", "H", "C", "O", "H", "H", "H", "H", "C", "O", "H", "H", "H", "H"], "xyz": [[-8.683, 18.291, 11.053], [-7.757, 19.180, 11.107], [-6.963, 18.980, 12.093], [-7.702, 20.182, 10.151], [-9.451, 18.589, 10.428], [-8.936, 17.572, 11.766], [-6.136, 19.654, 12.117], [-6.909, 18.164, 12.749], [-1.713, 23.289, 8.704], [-1.636, 21.794, 8.556], [-1.501, 21.407, 7.180], [-1.552, 23.583, 9.723], [-2.683, 23.789, 8.391], [-0.868, 23.732, 8.199], [-2.538, 21.309, 8.937], [-0.825, 21.475, 9.135], [-0.676, 21.818, 6.913], [-2.722, 20.777, 13.382], [-3.503, 21.164, 12.109], [-4.271, 20.109, 11.674], [-2.101, 21.672, 13.594], [-2.001, 20.012, 13.229], [-3.236, 20.670, 14.317], [-2.794, 21.418, 11.278], [-4.119, 22.045, 12.273], [-3.657, 19.352, 11.600], [-6.395, 23.046, 10.909], [-5.229, 23.048, 9.907], [-5.114, 21.753, 9.343], [-7.306, 22.728, 10.488], [-6.419, 23.985, 11.426], [-6.238, 22.271, 11.693], [-4.303, 23.339, 10.454], [-5.385, 23.713, 9.073], [-5.094, 21.150, 10.070], [-5.187, 18.629, 8.249], [-3.917, 18.909, 8.838], [-5.713, 19.328, 7.615], [-5.853, 18.416, 9.077], [-5.075, 17.686, 7.649], [-3.333, 18.967, 8.093], [-8.066, 22.445, 7.757], [-8.073, 21.055, 7.740], [-7.009, 22.814, 7.830], [-8.728, 22.868, 8.489], [-8.296, 22.867, 6.774], [-7.916, 20.659, 8.619], [-4.396, 22.755, 6.005], [-4.788, 21.531, 6.368], [-5.051, 23.599, 6.428], [-4.226, 22.918, 4.944], [-3.456, 22.844, 6.548], [-5.002, 21.559, 7.323]], "atomic_forces_ev_per_a": [[-5.50, -2.62, -1.61], [-0.03, 4.62, -4.91], [5.63, 1.81, 3.35], [0.27, -4.44, 5.36], [0.67, -0.76, 0.50], [0.72, 1.32, -0.90], [-1.18, -1.52, 0.14], [-0.51, 1.32, -1.41], [-1.18, 0.94, -0.20], [-1.83, 0.40, -0.97], [0.13, -0.02, 0.71], [-0.07, 0.00, 0.87], [1.23, -0.81, 0.06], [0.16, 0.34, -0.56], [0.00, 0.00, -0.17], [1.48, -0.85, 0.81], [0.11, -0.05, -0.44], [0.75, 2.88, -0.48], [1.91, 0.47, 0.63], [-0.93, -1.63, -0.32], [0.00, -0.30, -0.08], [0.36, -1.03, -0.24], [-0.90, -0.53, 0.11], [-0.22, 0.08, 0.79], [-0.20, -0.14, 0.10], [-0.74, 0.32, -0.37], [1.66, -0.54, 0.67], [-0.38, -0.69, 1.04], [0.50, 1.00, -0.97], [-1.16, 0.13, -0.79], [-0.44, 0.66, 0.19], [0.29, 0.38, -0.37], [-0.31, -0.03, -0.48], [-0.09, 0.45, -0.12], [-0.01, -1.20, 0.54], [-0.21, -2.25, 0.11], [-0.64, 0.54, -0.12], [0.57, 0.94, -0.09], [-0.18, -0.07, 0.11], [-0.30, 0.61, 0.42], [0.81, 0.29, -0.42], [1.88, 0.27, -0.86], [-0.45, -0.55, -0.74], [-0.68, -0.02, 0.72], [-0.22, 0.39, 0.54], [-0.66, -0.48, -0.08], [-0.04, 0.45, -0.15], [1.13, 3.39, 1.47], [-2.16, -3.04, 0.60], [0.41, -0.88, -0.83], [-0.26, -0.36, -0.12], [0.67, 1.10, -0.57], [0.10, -0.30, -0.47]], "mulliken_charge": [-0.45, 0.39, -0.33, -0.60, 0.28, 0.19, 0.24, 0.22, -1.06, 0.41, -0.54, 0.37, 0.19, 0.39, -0.63, 0.50, 0.34, -1.54, 0.36, -0.42, 0.39, 0.41, 0.36, -0.17, 0.26, 0.22, -1.16, -0.31, 1.25, 0.12, 0.47, 0.14, 0.16, 0.55, -0.64, -0.43, -0.46, 0.24, -0.05, 0.36, 0.25, -0.45, -0.58, -0.05, 0.29, 0.32, 0.55, -0.29, -0.57, 0.17, 0.32, -0.04, 0.09], "e_above_lowest_kj_mol": 370.9}

---

Number 1: E -3418.6335 Eh. Number 2: E -325.8078 Eh. Number 3: E -1037.4746 Eh.